Density functional theory data (ωB97M-V/def2-TZVPD) for 12 unconnected molecules or ions with the total composition C36H91BF14N12O30S10.

Summary:
Total charge ... -1
⟨S²⟩ ... 0.76
Total energy ... -265172.4030 eV
Spin multiplicity ... 2

```
194
Properties=species:S:1:pos:R:3:mulliken_charge:R:1
C -4.15 3.06 3.15 -0.577
C -3.19 4.31 3.27 -0.642
N -3.85 5.56 3.50 0.590
C -3.79 6.65 2.64 -0.442
C -4.35 7.72 3.24 -0.893
N -4.83 7.35 4.47 0.251
C -4.52 6.02 4.62 -0.611
C -5.52 8.18 5.40 -0.927
H -4.88 3.08 3.95 0.441
H -3.52 2.16 3.16 0.071
H -4.60 3.14 2.16 0.047
H -2.48 4.30 2.45 0.050
H -2.53 4.17 4.13 0.438
H -3.40 6.58 1.64 0.424
H -4.46 8.73 2.86 0.425
H -4.78 5.38 5.44 0.390
H -6.43 8.65 5.02 0.333
H -4.94 9.04 5.73 0.332
H -5.74 7.69 6.35 0.289
C -8.50 3.43 -1.33 -0.843
O -7.53 4.47 -1.07 -0.230
C -7.58 5.46 -2.04 -0.428
C -6.40 6.43 -1.93 -0.858
N -5.03 5.75 -1.96 0.393
H -4.84 5.47 -2.92 0.203
H -4.24 6.35 -1.79 0.512
C -4.79 4.51 -1.10 -0.967
C -3.29 4.11 -1.20 0.348
O -2.52 5.19 -0.67 -0.301
C -1.16 5.20 -1.14 -0.153
H -9.48 3.71 -1.70 0.445
H -8.68 2.77 -0.48 0.207
H -8.04 2.85 -2.13 0.264
H -8.50 5.99 -1.84 0.589
H -7.42 5.15 -3.08 0.245
H -6.48 6.86 -0.93 0.418
H -6.38 7.23 -2.68 0.440
H -5.44 3.73 -1.49 0.142
H -5.02 4.77 -0.07 0.607
H -3.03 3.96 -2.24 0.618
H -3.25 3.13 -0.72 -0.699
H -1.09 5.33 -2.22 0.408
H -0.60 4.30 -0.91 -0.108
H -0.59 5.91 -0.53 0.092
C 2.30 6.02 -0.63 -0.757
O 1.93 5.39 -1.93 -0.510
C 2.69 4.26 -2.30 0.098
C 2.52 3.82 -3.75 -0.783
N 3.85 3.40 -4.39 -0.119
H 3.69 3.34 -5.38 0.428
H 4.50 4.17 -4.41 0.380
C 4.65 2.22 -3.80 -0.961
C 3.86 0.89 -3.46 -0.697
O 2.92 1.03 -2.40 0.336
C 2.28 -0.22 -2.13 0.112
H 3.23 6.58 -0.80 0.407
H 2.44 5.27 0.14 0.263
H 1.53 6.74 -0.37 0.266
H 2.43 3.40 -1.68 0.018
H 3.72 4.47 -2.01 0.428
H 2.06 4.62 -4.34 0.550
H 1.82 2.99 -3.84 0.153
H 5.19 2.76 -3.02 0.379
H 5.36 2.08 -4.62 0.435
H 4.66 0.18 -3.24 0.363
H 3.26 0.50 -4.28 0.558
H 1.80 -0.60 -3.03 -0.082
H 1.54 -0.07 -1.34 -0.665
H 3.01 -0.98 -1.85 0.379
C -0.87 1.29 -2.26 -0.758
O -0.85 0.37 -1.15 0.769
C -1.78 0.69 -0.10 -0.559
C -1.88 -0.37 0.96 -1.017
N -0.57 -1.09 1.37 0.976
H -0.76 -1.90 1.95 0.063
H -0.23 -1.51 0.51 0.094
C 0.58 -0.23 1.93 -0.041
C 1.87 -1.05 1.96 -0.846
O 1.98 -1.81 0.82 0.487
C 3.11 -2.73 1.01 -0.647
H -0.32 0.92 -3.13 0.134
H -0.38 2.24 -2.05 -0.115
H -1.86 1.55 -2.64 0.523
H -2.74 1.03 -0.47 0.226
H -1.37 1.60 0.34 0.050
H -2.47 -1.13 0.46 0.151
H -2.39 -0.08 1.88 0.503
H 0.24 0.24 2.85 0.551
H 0.63 0.59 1.21 -0.196
H 1.74 -1.73 2.81 0.335
H 2.74 -0.42 2.10 0.401
H 3.41 -2.99 -0.01 0.115
H 2.91 -3.67 1.54 -0.085
H 3.96 -2.30 1.54 0.398
C 7.78 -0.72 3.47 -0.723
O 7.42 -1.88 4.23 -0.243
C 8.56 -2.50 4.90 -0.603
C 8.14 -3.65 5.82 -0.612
N 7.40 -4.67 4.98 -0.232
H 6.61 -4.22 4.54 0.370
H 7.83 -4.86 4.08 0.394
C 7.01 -5.96 5.69 -0.612
C 5.91 -6.65 4.84 -0.575
O 4.75 -5.85 4.84 -0.302
C 3.77 -6.37 3.98 -0.661
H 6.90 -0.18 3.11 0.183
H 8.44 -0.95 2.63 0.334
H 8.33 0.02 4.06 0.323
H 8.95 -1.83 5.66 0.407
H 9.45 -2.81 4.35 0.445
H 7.36 -3.37 6.52 0.409
H 8.98 -4.22 6.19 0.320
H 6.66 -5.67 6.68 0.320
H 7.98 -6.46 5.75 0.423
H 5.72 -7.57 5.40 0.413
H 6.25 -6.90 3.84 0.431
H 3.19 -7.23 4.32 0.351
H 4.18 -6.64 3.01 0.285
H 3.01 -5.61 3.75 0.077
C -1.00 -2.27 -4.58 -0.678
O -0.68 -3.26 -3.63 0.080
C -0.80 -4.51 -4.28 -0.546
C -0.62 -5.76 -3.38 -0.982
N 0.55 -5.60 -2.42 0.876
H 0.94 -6.42 -1.99 0.346
H 1.32 -5.40 -3.04 0.509
C 0.57 -4.58 -1.29 -1.249
C -0.27 -4.92 -0.12 1.977
O -1.57 -5.09 -0.59 -0.313
C -2.64 -4.75 0.29 -0.403
H -0.66 -1.33 -4.12 -0.075
H -2.06 -2.29 -4.79 0.377
H -0.58 -2.31 -5.58 0.327
H -0.14 -4.60 -5.14 0.296
H -1.73 -4.79 -4.78 0.469
H -0.45 -6.68 -3.93 0.487
H -1.50 -6.03 -2.79 0.510
H 0.22 -3.64 -1.74 0.358
H 1.62 -4.49 -1.05 0.461
H -0.16 -4.14 0.63 -1.256
H 0.15 -5.82 0.34 -0.474
H -2.57 -5.54 1.05 0.334
H -3.58 -4.93 -0.24 0.377
H -2.52 -3.75 0.70 -0.106
N -1.19 -3.05 3.19 -0.443
S -2.45 -3.33 4.00 0.836
O -2.39 -2.81 5.39 -0.685
O -3.39 -4.44 3.71 -0.604
F -3.30 -2.08 3.35 -0.239
S -0.38 -4.45 3.71 0.903
O -0.97 -5.66 3.18 -0.535
O 0.26 -4.45 4.99 -0.662
F 0.85 -4.12 2.76 -0.032
N 2.01 -7.59 -1.03 -0.206
S 1.35 -8.90 -1.03 0.874
O -0.05 -8.90 -0.71 -0.588
O 2.19 -10.16 -0.99 -0.657
F 1.33 -8.82 -2.64 -0.338
S 2.25 -7.71 0.62 0.950
O 3.45 -8.48 0.94 -0.624
O 1.16 -7.70 1.60 -0.534
F 2.83 -6.19 0.72 -0.196
N 1.71 2.58 3.14 -0.342
S 1.07 3.80 2.62 0.979
O 0.26 3.57 1.42 -0.158
O 1.47 5.15 2.91 -0.663
F -0.13 3.63 3.65 -0.367
S 2.89 2.67 1.90 0.906
O 3.78 3.83 1.76 -0.609
O 2.65 1.86 0.75 -0.367
F 3.89 1.67 2.66 -0.390
N -4.60 4.93 -4.44 -0.084
S -3.98 5.16 -5.79 0.871
O -4.75 5.34 -7.01 -0.618
O -2.71 4.50 -6.02 -0.595
F -3.47 6.70 -5.56 -0.346
S -4.92 3.25 -4.81 0.714
O -4.40 2.23 -3.92 -0.432
O -5.43 2.86 -6.11 -0.560
F -6.28 3.39 -4.08 -0.298
N 2.68 -4.60 -4.09 -0.250
S 3.19 -3.17 -4.34 1.003
O 2.16 -2.15 -4.58 -0.546
O 4.47 -2.95 -5.09 -0.642
F 3.54 -2.90 -2.79 -0.338
S 2.87 -5.11 -5.70 0.875
O 4.16 -5.63 -6.10 -0.594
O 2.07 -4.47 -6.70 -0.575
F 2.07 -6.46 -5.53 -0.255
B -6.08 1.08 0.06 0.231
F -6.46 2.23 0.65 -0.386
F -5.04 0.55 0.75 -0.176
F -7.12 0.19 0.06 -0.361
F -5.60 1.21 -1.22 -0.290
```

***

Density functional theory data (ωB97M-V/def2-TZVPD) for 7 unconnected molecules or ions with the total composition C36H94Br2N7OPSi.

Summary:
Total charge ... 0
Total energy ... -208587.6217 eV
Spin multiplicity ... 1

```
142
Properties=species:S:1:pos:R:3:mulliken_charge:R:1
N -3.37 -2.90 1.26 -0.490
Si -4.84 -2.92 0.30 0.497
Br -4.72 -1.56 -1.52 -0.157
P -6.66 -2.39 1.47 0.135
O -7.84 -3.23 0.60 -0.482
Br -7.18 -0.25 0.97 -0.170
H -3.16 -1.99 1.64 0.238
H -2.61 -3.14 0.65 0.266
H -5.03 -4.29 -0.20 -0.172
H -7.93 -4.06 1.06 0.331
C -2.01 2.19 2.77 -1.210
C -0.84 1.51 3.45 -0.335
N -0.67 0.12 3.07 0.295
C 0.27 -0.60 3.92 -0.988
C 1.74 -0.15 3.90 -0.387
C -0.56 -0.13 1.64 -0.693
C 0.56 0.57 0.87 -0.944
H -2.94 1.64 2.94 0.376
H -2.14 3.20 3.16 0.514
H -1.86 2.28 1.69 0.005
H -1.01 1.56 4.53 0.351
H 0.07 2.11 3.26 0.270
H 0.22 -1.66 3.67 0.354
H -0.09 -0.52 4.95 0.416
H 2.24 -0.47 2.98 -0.145
H 2.27 -0.61 4.73 0.369
H 1.84 0.93 4.00 0.311
H -1.51 0.15 1.18 0.338
H -0.48 -1.21 1.49 0.437
H 0.65 1.63 1.14 0.096
H 0.36 0.53 -0.20 0.392
H 1.53 0.09 1.03 0.205
C -4.48 2.27 -1.26 -1.186
C -4.73 3.38 -2.28 -0.305
N -4.88 2.90 -3.64 0.089
C -4.82 3.97 -4.63 -0.694
C -5.93 5.02 -4.61 -0.987
C -5.90 1.89 -3.84 -0.284
C -7.34 2.24 -3.44 -1.034
H -3.62 1.67 -1.55 0.266
H -4.28 2.71 -0.28 0.353
H -5.34 1.61 -1.15 0.193
H -3.86 4.05 -2.24 0.430
H -5.60 3.97 -1.95 0.137
H -4.78 3.52 -5.62 0.356
H -3.87 4.48 -4.50 0.403
H -6.87 4.64 -5.01 0.238
H -5.65 5.87 -5.24 0.395
H -6.12 5.41 -3.61 0.272
H -5.60 1.00 -3.29 -0.079
H -5.89 1.59 -4.89 0.428
H -7.39 2.73 -2.47 0.251
H -7.93 1.32 -3.37 0.401
H -7.83 2.88 -4.17 0.278
C 0.49 5.22 2.38 -1.050
C 0.28 6.36 1.39 -0.464
N 0.14 5.90 0.02 0.114
C 0.22 6.97 -0.96 -0.701
C -0.87 8.05 -0.95 -0.965
C -0.90 4.91 -0.22 -0.079
C -2.34 5.28 0.16 -0.468
H 1.35 4.61 2.09 0.296
H 0.70 5.64 3.37 0.507
H -0.39 4.59 2.47 -0.106
H 1.16 7.01 1.43 0.515
H -0.58 6.96 1.71 0.251
H 0.28 6.53 -1.96 0.359
H 1.19 7.47 -0.82 0.443
H -1.81 7.68 -1.37 0.225
H -0.56 8.89 -1.56 0.396
H -1.06 8.43 0.06 0.275
H -0.63 4.00 0.32 -0.333
H -0.87 4.62 -1.27 0.382
H -2.41 5.76 1.13 0.357
H -2.95 4.38 0.20 -0.190
H -2.80 5.94 -0.58 0.301
C 7.23 -0.21 2.52 -1.460
C 6.00 -0.96 3.02 -0.158
N 5.92 -2.33 2.54 0.125
C 4.63 -2.94 2.78 -0.566
C 4.19 -3.16 4.23 -1.012
C 7.08 -3.16 2.82 -0.704
C 7.51 -3.34 4.28 -1.001
H 7.28 -0.24 1.43 0.211
H 7.18 0.83 2.83 0.514
H 8.15 -0.63 2.93 0.366
H 5.12 -0.43 2.66 0.283
H 5.97 -0.90 4.12 0.211
H 4.59 -3.90 2.25 0.346
H 3.88 -2.32 2.29 0.263
H 4.71 -4.00 4.70 0.325
H 3.12 -3.40 4.26 0.406
H 4.33 -2.27 4.85 0.198
H 7.93 -2.74 2.26 0.343
H 6.92 -4.14 2.37 0.390
H 7.50 -2.39 4.83 0.248
H 8.53 -3.72 4.32 0.383
H 6.88 -4.05 4.81 0.278
C -6.73 -7.78 0.64 -1.497
C -6.41 -7.67 -0.85 -0.339
N -5.10 -8.21 -1.19 0.133
C -4.67 -7.86 -2.53 -0.607
C -5.48 -8.41 -3.71 -1.001
C -4.85 -9.58 -0.78 -0.722
C -5.80 -10.66 -1.29 -0.950
H -5.96 -7.30 1.24 0.312
H -7.68 -7.27 0.84 0.414
H -6.84 -8.81 0.97 0.341
H -6.42 -6.61 -1.11 0.476
H -7.21 -8.15 -1.42 0.240
H -3.62 -8.15 -2.65 0.381
H -4.67 -6.76 -2.60 0.292
H -5.29 -9.47 -3.88 0.221
H -5.19 -7.89 -4.63 0.418
H -6.55 -8.27 -3.58 0.273
H -4.86 -9.61 0.32 0.374
H -3.83 -9.84 -1.05 0.352
H -6.85 -10.37 -1.22 0.250
H -5.68 -11.57 -0.69 0.367
H -5.59 -10.94 -2.32 0.274
C 7.24 3.17 0.18 -1.287
C 7.57 3.33 -1.29 -0.362
N 8.86 2.76 -1.65 0.090
C 9.31 3.15 -2.97 -0.700
C 8.49 2.68 -4.18 -0.965
C 9.04 1.37 -1.29 -0.705
C 8.05 0.34 -1.85 -0.980
H 8.02 3.58 0.81 0.337
H 6.31 3.70 0.41 0.467
H 7.09 2.12 0.45 0.104
H 7.60 4.40 -1.51 0.479
H 6.75 2.91 -1.89 0.243
H 10.35 2.82 -3.09 0.353
H 9.36 4.24 -3.00 0.414
H 8.64 1.62 -4.39 0.225
H 8.81 3.22 -5.07 0.393
H 7.43 2.86 -4.05 0.274
H 9.02 1.29 -0.20 0.355
H 10.06 1.07 -1.56 0.352
H 7.02 0.68 -1.77 0.220
H 8.13 -0.59 -1.28 0.371
H 8.25 0.10 -2.89 0.323
```

***

Density functional theory data (ωB97M-V/def2-TZVPD) for a molecular structure, C36H96CsN7O15.

Summary:
Total charge ... +4
Total energy ... -80541.8560 eV
Spin multiplicity ... 1

```
155
Properties=species:S:1:pos:R:3:mulliken_charge:R:1
Cs 1.06 -0.69 -0.46 -0.508
C 2.26 -2.73 3.44 -1.526
C 1.02 -3.63 3.46 0.025
C -0.05 -3.08 4.44 -0.319
O 0.41 -3.12 5.80 -0.396
C -0.53 -2.50 6.65 -0.624
N 0.46 -3.61 2.07 0.768
H -0.29 -4.28 2.02 0.366
H 0.09 -2.68 1.90 -0.216
H 1.22 -3.74 1.41 -0.149
H 2.56 -2.63 4.48 0.522
H 1.98 -1.73 3.12 0.093
H 3.10 -3.01 2.81 0.462
H 1.29 -4.66 3.67 0.583
H -0.90 -3.74 4.31 0.544
H -0.37 -2.09 4.13 0.137
H -0.41 -2.90 7.66 0.302
H -1.51 -2.85 6.32 0.358
H -0.40 -1.43 6.57 0.106
C 4.33 1.48 -3.21 -1.218
C 4.90 0.36 -4.12 -0.202
C 4.92 -1.07 -3.37 -0.185
O 6.02 -0.86 -2.39 -0.441
C 5.77 -1.64 -1.22 -0.404
N 4.09 0.39 -5.43 0.026
H 3.10 0.24 -5.29 -0.009
H 4.23 1.33 -5.77 0.414
H 4.43 -0.25 -6.14 0.407
H 3.25 1.47 -3.16 0.223
H 4.58 2.52 -3.47 0.390
H 4.52 1.39 -2.14 0.359
H 5.89 0.68 -4.45 0.465
H 5.08 -1.87 -4.09 0.532
H 3.94 -1.26 -2.95 -0.054
H 5.75 -2.71 -1.44 0.386
H 4.78 -1.43 -0.81 -0.022
H 6.48 -1.45 -0.41 0.350
C -3.64 1.47 1.30 -0.375
C -4.64 2.57 1.81 0.036
C -3.98 3.80 2.56 -0.796
O -4.89 4.75 3.08 -0.403
C -4.29 5.98 3.44 -0.747
N -5.25 3.18 0.53 -0.244
H -6.12 3.66 0.67 0.388
H -4.51 3.73 0.11 0.388
H -5.41 2.52 -0.22 0.218
H -2.86 1.85 0.64 -0.328
H -4.10 0.68 0.71 0.144
H -3.17 0.99 2.16 0.486
H -5.51 2.09 2.26 0.447
H -3.31 4.31 1.87 0.318
H -3.27 3.48 3.32 0.553
H -4.96 6.38 4.20 0.305
H -4.13 6.71 2.64 0.324
H -3.29 5.90 3.88 0.283
C 0.23 2.91 0.21 -1.028
C 1.54 3.10 -0.54 2.174
C 1.52 4.21 -1.52 -0.989
O 2.75 4.22 -2.16 -0.165
C 3.07 5.37 -3.00 -0.858
N 2.64 3.48 0.47 0.045
H 3.01 2.63 0.86 -0.102
H 3.47 3.77 -0.01 0.497
H 2.34 4.09 1.22 0.427
H 0.32 2.05 0.89 0.254
H -0.54 2.67 -0.52 -0.456
H -0.12 3.85 0.62 0.624
H 1.72 2.13 -1.00 -1.016
H 1.38 5.12 -0.94 0.484
H 0.80 4.03 -2.31 0.343
H 3.28 6.26 -2.41 0.331
H 2.29 5.59 -3.73 0.339
H 3.98 5.08 -3.53 0.250
C -1.98 1.70 -3.09 -1.816
C -3.47 1.73 -2.75 1.868
C -4.20 2.65 -3.75 -0.923
O -3.95 2.19 -5.06 -0.303
C -4.98 2.53 -5.99 -0.883
N -4.04 0.29 -2.78 0.005
H -4.95 0.36 -2.34 0.508
H -4.21 -0.14 -3.68 0.433
H -3.59 -0.32 -2.11 -0.054
H -1.71 1.42 -4.11 0.508
H -1.47 0.92 -2.52 0.414
H -1.42 2.62 -2.96 0.415
H -3.63 2.12 -1.74 -1.093
H -3.74 3.63 -3.80 0.442
H -5.25 2.80 -3.52 0.505
H -5.82 1.84 -6.02 0.335
H -4.54 2.45 -6.99 0.276
H -5.45 3.51 -5.93 0.358
C 2.57 2.25 7.06 -1.298
C 2.15 3.10 5.82 -0.152
C 1.33 2.26 4.78 -0.047
O -0.02 2.23 5.16 -0.515
C -0.95 1.84 4.16 -0.409
N 1.35 4.33 6.31 -0.221
H 0.39 4.14 6.55 0.298
H 1.79 4.65 7.16 0.364
H 1.27 5.01 5.57 0.350
H 2.92 2.83 7.91 0.497
H 3.42 1.66 6.72 0.331
H 1.73 1.59 7.29 0.317
H 2.99 3.60 5.34 0.448
H 1.66 1.22 4.71 0.326
H 1.56 2.73 3.83 -0.059
H -0.89 2.63 3.41 0.180
H -1.95 1.79 4.59 0.416
H -0.73 0.85 3.76 0.152
C -0.71 -4.81 -1.22 -0.731
C -1.98 -5.49 -1.75 0.499
C -1.80 -6.03 -3.18 -0.876
O -1.99 -4.95 -4.05 -0.229
C -3.35 -4.75 -4.56 -0.777
N -2.36 -6.65 -0.86 -0.145
H -3.29 -7.01 -1.02 0.368
H -1.76 -7.44 -1.02 0.347
H -2.32 -6.35 0.11 0.321
H -0.62 -3.91 -1.83 -0.061
H 0.27 -5.27 -1.30 0.630
H -0.91 -4.52 -0.18 -0.121
H -2.84 -4.84 -1.61 0.066
H -2.49 -6.82 -3.50 0.485
H -0.77 -6.38 -3.25 0.331
H -3.43 -3.75 -4.99 0.244
H -4.08 -4.78 -3.75 0.321
H -3.67 -5.54 -5.23 0.328
C -3.96 -2.08 0.53 -1.381
C -2.44 -1.70 0.30 1.416
O -1.62 -1.75 1.23 -0.871
O -2.21 -1.30 -0.82 -0.600
H -4.18 -3.08 0.15 0.263
H -4.71 -1.45 0.06 0.315
H -4.15 -2.08 1.60 0.348
C 4.66 -0.69 2.32 -1.180
C 3.56 0.19 1.68 0.551
O 3.75 0.82 0.59 -0.660
O 2.55 0.35 2.38 -0.114
H 5.63 -0.19 2.33 0.424
H 4.64 -1.57 1.68 0.102
H 4.50 -1.00 3.35 0.304
C 0.56 -2.01 -3.55 0.684
C 0.91 -0.71 -4.29 0.327
O 1.03 0.33 -3.65 -0.546
O 1.29 -0.88 -5.46 -0.896
H 0.19 -2.76 -4.24 0.424
H -0.15 -1.74 -2.77 -0.490
H 1.32 -2.52 -2.95 -0.351
C 3.21 -4.75 -1.97 -0.697
C 2.98 -4.55 -0.55 0.523
O 2.62 -5.55 0.21 -0.801
O 2.84 -3.34 -0.19 -0.187
H 2.26 -4.99 -2.45 0.059
H 3.88 -5.58 -2.21 0.428
H 3.60 -3.94 -2.58 -0.065
```

***

Q: Among the records above, which one has the lowest total energy?
A: C36H91BF14N12O30S10

***

Q: Look up the total charge of the first one.
A: -1